# 1
ORCA calculation (wB97M-V/def2-TZVPD) on C63H61F13N8O20S3 as an isolated structure in a non-equilibrium geometry.

CARTESIAN COORDINATES (ANGSTROEM)
C -8.2418 3.6040 2.2407
C -7.4455 2.6019 1.8855
C -6.3126 1.5131 1.6742
C -4.7661 1.8979 1.6843
C -4.6534 3.1762 0.6539
C -5.0843 4.6233 1.0516
C -6.0412 5.2378 -0.1380
O -5.3013 5.5920 -1.3401
C -6.2898 5.4640 -2.4176
C -7.1836 6.6771 -2.9747
O -6.4507 4.2992 -2.9067
O -3.9291 0.9942 0.9873
C -4.0055 -0.1765 0.3454
C -5.2478 -1.2385 0.3808
N -4.7526 -2.6710 0.2682
C -5.8217 -3.5365 -0.3276
S -3.7229 0.0980 -1.5420
O -4.5773 1.2165 -2.0929
O -4.1438 -1.1689 -2.3060
C -1.9044 0.5334 -1.8922
F -1.5766 1.5750 -0.9603
F -1.8720 1.0739 -3.2360
C -0.9122 -0.7348 -1.8751
F -0.8808 -1.4251 -0.5841
F -1.2932 -1.7744 -2.8257
C 0.6350 -0.3992 -2.2199
F 1.0774 0.9016 -1.8162
F 0.8617 -0.5061 -3.6533
C 1.6946 -1.4602 -1.5495
F 1.9661 -1.1535 -0.1595
F 1.3390 -2.8401 -1.7789
F 2.9723 -1.2637 -2.2275
C -3.9949 2.0709 3.1441
C -4.6184 0.8326 4.0421
O -4.5898 -0.4627 3.4007
C -5.1261 -1.5051 4.2164
C -4.4383 -2.0649 5.5350
C -5.0527 -3.2700 6.3845
C -6.3798 -4.0004 5.9498
C -7.1076 -3.4481 4.6508
C -6.4915 -2.2377 3.7989
N -2.5731 1.7909 2.9023
S -1.5390 2.8616 2.0735
S -1.6093 0.9701 4.0262
C 0.2231 1.2557 3.6232
O -1.7107 1.3706 5.4881
O -1.7018 -0.5679 4.0134
C -4.3694 3.3170 4.0647
F -5.8018 3.6097 4.1834
F -4.0986 3.0541 5.5022
C -3.6156 4.7213 3.9452
F -4.5849 5.7659 4.3022
F -2.5398 4.8843 4.9264
H -9.1094 4.2811 2.6050
H -6.6378 0.5842 2.2821
H -6.5087 1.1762 0.5641
H -3.6211 3.2082 0.1065
H -5.3740 2.8417 -0.2114
H -4.1546 5.3352 1.0568
H -5.6662 4.8211 2.0163
H -6.6121 6.1177 0.3482
H -6.8531 4.4259 -0.3588
H -6.6510 7.1697 -3.8738
H -8.2146 6.3139 -3.3815
H -7.4112 7.5026 -2.2042
H -3.0784 -0.8613 0.6153
H -5.9765 -0.9681 -0.4919
H -5.8775 -1.1996 1.3355
H -4.5879 -3.0504 1.2207
H -5.3683 -4.4291 -0.9105
H -6.5409 -3.9508 0.4848
H -6.4951 -2.9742 -1.0895
H -5.7396 1.0667 4.2899
H -4.1338 0.6780 5.0652
H -3.4472 -1.5972 5.8932
H -4.5247 -3.6471 7.3299
H -6.8659 -4.8918 6.4843
H -8.0838 -3.9510 4.2938
H -7.0988 -1.9542 2.8542
H -2.1073 3.9415 1.4406
H 0.5024 0.9163 2.5641
H 0.7678 0.5163 4.3463
H 0.5827 2.3032 3.9196
H -3.1753 5.0316 2.9476
C 4.5172 -5.2315 -1.3128
C 3.8749 -4.4492 -0.3562
C 3.8651 -4.8475 0.9778
C 4.5060 -6.0322 1.3438
C 5.1437 -6.8236 0.3880
C 5.1463 -6.4180 -0.9439
N 4.5199 -6.4431 2.7508
O 3.9329 -5.7317 3.5595
O 5.1210 -7.4723 3.0395
H 4.5281 -4.9141 -2.3522
H 3.3856 -3.5267 -0.6504
H 3.3615 -4.2279 1.7132
H 5.6407 -7.7489 0.6620
H 5.6425 -7.0250 -1.6950
C 5.4086 4.4943 -1.8246
C 5.4977 5.2525 -0.6592
C 4.4414 5.2654 0.2473
C 3.2990 4.5090 -0.0222
C 3.2020 3.7539 -1.1917
C 4.2623 3.7499 -2.0934
N 2.1940 4.4963 0.9387
O 2.3029 5.1851 1.9478
O 1.2225 3.7907 0.6803
H 6.2371 4.4828 -2.5258
H 6.3933 5.8313 -0.4564
H 4.5244 5.8604 1.1513
H 2.3161 3.1665 -1.4120
H 4.1978 3.1639 -3.0035
C 7.0883 -1.4258 -0.2967
C 8.1390 -1.1677 -1.1738
C 8.5424 0.1433 -1.4125
C 7.8877 1.1904 -0.7621
C 6.8294 0.9378 0.1118
C 6.4316 -0.3765 0.3417
N 8.3244 2.5707 -0.9902
O 9.2448 2.7565 -1.7797
O 7.7460 3.4612 -0.3758
H 6.7800 -2.4510 -0.1087
H 8.6461 -1.9899 -1.6696
H 9.3626 0.3300 -2.0984
H 6.3108 1.7459 0.6185
H 5.6112 -0.5840 1.0221
C -1.6680 -3.3966 12.8448
C -2.0284 -2.7271 11.6780
C -2.8571 -3.3462 10.7465
C -3.3239 -4.6377 10.9967
C -2.9597 -5.3157 12.1606
C -2.1282 -4.6891 13.0847
N -4.2169 -5.2842 10.0314
O -4.5004 -4.6640 9.0098
O -4.6334 -6.4047 10.2996
H -1.0255 -2.9077 13.5721
H -1.6652 -1.7202 11.4960
H -3.1300 -2.8127 9.8415
H -3.3136 -6.3220 12.3618
H -1.8413 -5.2067 13.9949
C 4.9423 0.3100 -7.9437
C 6.0506 1.0576 -8.3357
C 6.4571 2.1514 -7.5765
C 5.7476 2.4856 -6.4215
C 4.6323 1.7443 -6.0290
C 4.2318 0.6540 -6.7962
N 6.1866 3.6207 -5.6051
O 7.1586 4.2600 -5.9907
O 5.5577 3.8647 -4.5780
H 4.6311 -0.5464 -8.5356
H 6.5988 0.7862 -9.2305
H 7.3222 2.7252 -7.8932
H 4.0711 1.9990 -5.1354
H 3.3670 0.0690 -6.4978
C 4.6376 -3.7996 -13.1911
C 4.7436 -4.1470 -11.8466
C 5.4492 -3.3291 -10.9687
C 6.0423 -2.1601 -11.4485
C 5.9455 -1.8114 -12.7962
C 5.2401 -2.6375 -13.6668
N 6.7647 -1.2827 -10.5236
O 6.8450 -1.6317 -9.3490
O 7.2447 -0.2472 -10.9750
H 4.0812 -4.4379 -13.8722
H 4.2729 -5.0550 -11.4822
H 5.5238 -3.6119 -9.9234
H 6.4073 -0.9071 -13.1798
H 5.1562 -2.3738 -14.7166

ΔE to the lowest compared entry with this formula, charge and spin = 336.25 kcal per mole
orbital gap = 7.5 eV
LUMO = -1.139 eV
max |F| = 8.38 eV Å⁻¹
2S+1 = 1
charge = 0

# 2
ORCA calculation (wB97M-V/def2-TZVPD) on C63H65BrIN5O12PS2 as an isolated structure in a non-equilibrium geometry.

CARTESIAN COORDINATES (ANGSTROEM)
C -3.3962 -7.0093 1.6080
C -4.9488 -6.5326 1.7399
C -4.9008 -4.9978 2.2148
C -4.2272 -4.1126 1.0107
N -4.9100 -2.8198 0.9822
N -4.1663 -1.6088 0.7964
C -3.6719 -1.7300 -0.6211
C -2.8871 -0.5061 -1.2759
N -2.0267 -1.0965 -2.3814
C -3.0810 -1.4088 1.8239
S -1.3607 -2.0645 1.3278
C -3.2665 -2.0904 3.2700
C -2.2044 -3.2816 3.5863
N -1.2262 -3.0881 4.4573
C -2.7158 0.1587 2.1078
N -3.5114 1.1360 1.3138
C -2.8999 2.4486 1.5392
C -1.9515 2.9464 0.3106
C -0.4716 2.3652 0.3539
C 0.4080 2.7907 1.6161
C 1.6790 1.7814 1.6302
O 2.3441 1.7372 2.9179
C 3.3489 0.7229 2.9160
C 4.2516 0.4034 4.2043
O 3.6031 0.0366 1.8878
C -4.9356 0.9258 1.4910
C -5.7927 2.1104 0.7569
C -5.2971 2.6785 -0.6242
O -5.2012 2.1357 -1.7321
I -4.7731 4.8348 -0.7789
P -5.5121 1.3042 3.3105
O -4.9265 2.6559 3.8159
O -5.0081 0.2332 4.5009
O -7.2140 1.6312 3.3744
C -5.3145 -0.5621 0.9915
S -6.5001 -0.4314 -0.4802
Br -6.6631 -1.3701 2.3131
H -3.1004 -6.7777 0.5251
H -2.7681 -6.3937 2.3528
H -3.2624 -8.1236 1.7814
H -5.4248 -6.5728 0.6922
H -5.5445 -7.1925 2.4636
H -4.3924 -4.8388 3.2171
H -5.9787 -4.6033 2.2876
H -3.1137 -4.1889 1.1608
H -4.4459 -4.7566 0.0737
H -5.5588 -2.9638 0.1822
H -4.4755 -2.0077 -1.4001
H -2.9555 -2.6211 -0.7973
H -3.6387 0.1450 -1.8197
H -2.1577 0.0402 -0.6018
H -1.8459 -0.3460 -3.0673
H -1.1174 -1.3351 -1.9558
H -0.4013 -1.3481 2.0278
H -3.0595 -1.3986 4.1643
H -4.2756 -2.5700 3.4739
H -2.2606 -4.3166 3.1223
H -0.6597 -3.9527 4.5340
H -2.8035 0.4635 3.2033
H -1.6186 0.3965 1.8456
H -2.1810 2.4005 2.4424
H -3.5824 3.3300 1.7617
H -2.5045 2.6444 -0.6538
H -1.8694 4.0961 0.3018
H -0.4917 1.2161 0.2367
H 0.0783 2.7362 -0.5917
H -0.0930 2.6550 2.6298
H 0.7458 3.8808 1.5330
H 1.2287 0.7298 1.4609
H 2.3895 1.9513 0.7557
H 5.3424 0.7421 4.0619
H 4.3117 -0.7385 4.3288
H 3.8534 0.8777 5.1620
H -5.6725 3.0318 1.4531
H -6.9300 1.9385 0.8444
H -5.1237 0.7092 5.3630
H -7.5393 1.0421 4.1002
H -7.3532 -1.5295 -0.4469
C -0.1755 2.5923 5.7581
C -1.5174 2.5729 5.3830
C -2.3616 3.6118 5.7583
C -1.8680 4.6697 6.5221
C -0.5303 4.6769 6.9184
C 0.3182 3.6413 6.5248
C -0.0050 5.7691 7.7709
O 1.1639 5.7773 8.1137
C -0.9248 6.8441 8.2058
C -0.4594 7.8483 9.0556
C -1.3127 8.8695 9.4588
C -2.6305 8.8971 9.0079
C -3.0999 7.8958 8.1657
C -2.2505 6.8616 7.7706
C -2.7701 5.7812 6.9025
O -3.9239 5.8016 6.5107
H 0.4849 1.7851 5.4566
H -1.9057 1.7469 4.7948
H -3.4048 3.5923 5.4577
H 1.3626 3.6487 6.8188
H 0.5668 7.8347 9.4081
H -0.9500 9.6464 10.1237
H -3.2937 9.6983 9.3172
H -4.1287 7.9201 7.8217
C 7.8031 -1.2433 -6.0118
C 6.8530 -0.2303 -5.8968
C 6.3882 0.1489 -4.6429
C 6.8630 -0.4924 -3.4988
C 7.7960 -1.5229 -3.6156
C 8.2740 -1.8894 -4.8744
C 8.2717 -2.2456 -2.4131
O 9.0891 -3.1433 -2.5141
C 7.7311 -1.8655 -1.0881
C 8.1254 -2.5743 0.0469
C 7.6328 -2.2157 1.2971
C 6.7524 -1.1429 1.4192
C 6.3529 -0.4376 0.2904
C 6.8341 -0.8037 -0.9670
C 6.3744 -0.0687 -2.1668
O 5.6002 0.8678 -2.0614
H 8.1724 -1.5329 -6.9903
H 6.4763 0.2651 -6.7858
H 5.6521 0.9419 -4.5592
H 9.0097 -2.6813 -4.9703
H 8.8133 -3.4090 -0.0407
H 7.9368 -2.7717 2.1780
H 6.3738 -0.8592 2.3954
H 5.6634 0.3935 0.3919
C 4.6802 -3.0301 -6.8153
C 3.5168 -2.4391 -6.3276
C 2.5147 -2.0447 -7.2064
C 2.6781 -2.2293 -8.5793
C 3.8534 -2.7987 -9.0695
C 4.8500 -3.2096 -8.1832
C 4.0609 -2.9553 -10.5278
O 5.0856 -3.4559 -10.9562
C 3.0072 -2.4859 -11.4560
C 3.2122 -2.5738 -12.8334
C 2.2229 -2.1477 -13.7127
C 1.0221 -1.6411 -13.2204
C 0.8161 -1.5466 -11.8490
C 1.8124 -1.9600 -10.9638
C 1.5972 -1.8221 -9.5058
O 0.5484 -1.3749 -9.0733
H 5.4581 -3.3459 -6.1276
H 3.3907 -2.2878 -5.2604
H 1.6085 -1.5896 -6.8202
H 5.7607 -3.6654 -8.5579
H 4.1438 -2.9703 -13.2237
H 2.3865 -2.2122 -14.7834
H 0.2478 -1.3155 -13.9072
H -0.1193 -1.1467 -11.4715

orbital gap = 7.3 eV
LUMO = -3.584 eV
max |F| = 6.55 eV Å⁻¹
2S+1 = 1
charge = +1

# 3
ORCA calculation (wB97M-V/def2-TZVPD) on C63H66Ge2O5P2PtS4 as an isolated structure in a non-equilibrium geometry.

CARTESIAN COORDINATES (ANGSTROEM)
Pt -0.4135 -0.5728 -2.4255
C -1.2717 -5.5567 3.0534
C -0.1005 -4.6550 2.8305
C 0.6680 -4.7444 1.6793
C 1.7485 -3.9050 1.4684
C 2.5636 -4.0271 0.2148
C 2.0760 -2.9589 2.4443
C 1.3184 -2.8566 3.6138
C 1.6302 -1.8526 4.6877
C 0.2322 -3.7018 3.7810
C 3.3008 -2.1423 2.2928
C 4.4766 -2.6525 2.8360
C 5.6547 -1.9368 2.7700
C 5.6620 -0.6913 2.1688
C 4.5011 -0.1580 1.6212
C 3.3236 -0.9000 1.6697
Ge 1.6857 -0.2056 0.7154
S 1.9249 -0.5045 -1.4677
S 1.1065 2.0112 0.9526
Ge -1.0317 1.1611 0.8690
S -1.6786 1.2098 -1.2531
S -0.3376 -0.9205 1.5372
C -2.3631 2.0568 2.0945
C -2.0850 3.2457 2.7613
C -3.0610 3.7969 3.5907
C -4.2930 3.1921 3.7460
C -4.5684 2.0253 3.0593
C -3.6081 1.4491 2.2372
C -3.9502 0.2148 1.4952
C -4.6036 0.3013 0.2645
C -5.0079 1.6231 -0.3249
C -4.9432 -0.8708 -0.3972
C -4.6805 -2.1175 0.1512
C -5.1407 -3.3629 -0.5453
C -4.0501 -2.1819 1.3866
C -3.7014 -1.0326 2.0778
C -3.1398 -1.1191 3.4667
C -0.8339 4.0264 2.6092
C 0.1254 4.0360 3.6220
C 0.0004 3.1383 4.8182
C 1.1981 4.9127 3.5279
C 1.3331 5.7786 2.4558
C 2.4398 6.7895 2.4075
C 0.3906 5.7262 1.4369
C -0.6904 4.8644 1.4974
C -1.7040 4.8500 0.3935
C 4.5215 1.2048 1.0408
C 4.8846 1.4255 -0.2857
C 5.3274 0.3083 -1.1829
C 4.8743 2.7236 -0.7813
C 4.5334 3.8009 0.0180
C 4.4959 5.1930 -0.5380
C 4.2228 3.5673 1.3517
C 4.2110 2.2868 1.8746
C 3.8912 2.0565 3.3212
H -1.3039 -6.3454 2.3083
H -2.1915 -4.9809 2.9663
H -1.2336 -5.9943 4.0500
H 0.4146 -5.4801 0.9298
H 2.1656 -4.8194 -0.4145
H 3.6055 -4.2502 0.4438
H 2.5403 -3.0936 -0.3502
H 2.5551 -1.3167 4.4911
H 1.7159 -2.3474 5.6545
H 0.8193 -1.1279 4.7580
H -0.3689 -3.6192 4.6767
H 4.4456 -3.6200 3.3156
H 6.5601 -2.3402 3.2028
H 6.5736 -0.1145 2.1231
H -2.8452 4.7260 4.0989
H -5.0398 3.6307 4.3934
H -5.5324 1.5460 3.1448
H -4.7005 2.4556 0.3038
H -6.0921 1.6488 -0.4356
H -4.5671 1.7620 -1.3106
H -5.4435 -0.8063 -1.3543
H -4.9934 -3.2893 -1.6233
H -6.2060 -3.5171 -0.3661
H -4.6155 -4.2369 -0.1692
H -3.8317 -3.1459 1.8231
H -2.9443 -2.1540 3.7379
H -3.8487 -0.6950 4.1806
H -2.2102 -0.5575 3.5614
H -0.6836 2.3162 4.6230
H -0.3781 3.6976 5.6748
H 0.9722 2.7315 5.0891
H 1.9341 4.9292 4.3216
H 3.1516 6.6248 3.2131
H 2.0306 7.7947 2.5147
H 2.9636 6.7487 1.4549
H 0.4962 6.3840 0.5845
H -1.5664 5.7065 -0.2619
H -2.7178 4.8655 0.7905
H -1.5956 3.9410 -0.2022
H 5.1630 -0.6638 -0.7255
H 6.3892 0.4165 -1.4048
H 4.7821 0.3475 -2.1228
H 5.1383 2.8840 -1.8182
H 5.0291 5.2506 -1.4843
H 4.9400 5.9007 0.1600
H 3.4611 5.4906 -0.7083
H 3.9715 4.4028 1.9880
H 3.6772 2.9983 3.8190
H 4.7258 1.5697 3.8256
H 3.0230 1.4054 3.4199
C 2.2369 -0.4883 -5.0707
P 0.8460 -1.5019 -4.4261
C 1.6194 -3.1431 -4.2234
C -0.1962 -1.6041 -5.9130
C 0.1430 -2.3937 -7.0025
C -0.6803 -2.4375 -8.1146
C -1.8533 -1.7010 -8.1361
C -2.2009 -0.9171 -7.0491
C -1.3750 -0.8573 -5.9368
P -1.7784 0.1589 -4.4798
C -1.5159 1.8454 -5.1689
C -3.5930 0.1015 -4.3154
H 2.6397 -0.9388 -5.9770
H 3.0016 -0.4165 -4.3006
H 1.8671 0.5109 -5.2952
H 2.2485 -3.4071 -5.0717
H 0.8363 -3.8877 -4.0924
H 2.2251 -3.0858 -3.3186
H 1.0422 -2.9922 -6.9823
H -0.4048 -3.0449 -8.9658
H -2.5014 -1.7385 -8.9999
H -3.1267 -0.3620 -7.0720
H -2.1062 1.9819 -6.0749
H -0.4599 1.9719 -5.4038
H -1.8006 2.5753 -4.4129
H -4.0956 0.3617 -5.2448
H -3.8605 0.8164 -3.5384
H -3.8828 -0.8997 -4.0068
O -3.4169 -6.3422 -1.8254
C -2.8638 -5.2760 -1.9599
C -2.7933 -4.4596 -3.2272
O -3.3155 -4.7226 -4.2927
C -1.9755 -3.2829 -2.9014
C -1.6218 -3.2744 -1.5047
O -0.9717 -2.3469 -0.9817
C -2.1210 -4.5207 -0.8781
O -1.9836 -4.9126 0.2584
O -1.6060 -2.3789 -3.6906

ΔE to the lowest compared entry with this formula, charge and spin = 22.76 kcal per mole
orbital gap (spin up / spin down) = 6.0 / 5.0 eV
LUMO (spin up / spin down) = -0.643 / -2.796 eV
max |F| = 1.76 eV Å⁻¹
2S+1 = 5
charge = 0
<S²> = 6.0404